Record 1
The following is a quantum chemistry calculation of C4H5FO2S in the gas phase, from OMol25.

The geometry in XYZ format:
```
13
Properties=species:S:1:pos:R:3:forces:R:3
S 1.3257 -0.7679 1.6275 0.2 0.1 0.5
F 1.2607 -0.3647 -1.2441 3.9 -0.7 -1.0
O -1.7389 0.4905 -1.0035 -1.2 -0.2 -0.1
O -0.8056 0.7554 1.4132 -2.2 -1.1 -2.9
C -0.5423 1.3457 -1.1812 -1.3 0.5 0.5
C 0.1723 -0.0080 -0.6823 -1.3 2.8 1.1
C -0.9699 -0.7840 -1.1713 -3.1 -0.2 -0.6
C 0.1673 0.0564 0.8635 1.1 -0.5 0.0
H -0.4476 1.6392 -2.2421 0.3 -0.5 0.4
H -0.7536 2.3623 -0.5800 1.1 -2.6 -0.9
H -1.0043 -1.0741 -2.2639 0.5 0.4 1.2
H -1.3985 -1.6270 -0.5515 0.6 1.0 -0.5
H -1.5625 0.6400 0.5453 1.6 0.9 2.3
```
Positions in Å, forces in eV/Å.

Computed properties:
orbital gap: 0.338 Eh
SMILES string: OC(=S)C1(F)COC1
DFT total energy: -21873.539 eV
ΔE to the lowest compared entry with this formula, charge and spin: 70.3 kcal per mole

These are the natural (NBO) partial charges, in e, on atoms 1 to 5:
1 S -0.031
2 F -0.294
3 O -0.546
4 O -0.663
5 C -0.130

---

Record 2
The following is a quantum chemistry calculation of 2 unconnected molecules or ions with the total composition C7H15N, from OMol25.

The geometry in XYZ format:
```
23
Properties=species:S:1:pos:R:3:forces:R:3
N -1.1478 2.4399 -1.2622 1.1 -0.4 0.8
C -0.5147 -0.8036 1.2128 -0.7 0.0 -0.1
C -0.3949 -2.7397 -0.4710 -0.2 0.0 0.2
C -0.0522 2.3279 -0.5930 -1.3 -0.1 -1.1
C 1.5160 -1.1501 -0.2108 0.3 0.0 0.1
C -1.8160 -0.5542 1.0140 0.7 -0.1 0.1
C 0.3483 -1.8304 0.5101 -0.1 0.0 -0.2
C 0.7057 3.5163 -0.1056 -0.2 -0.1 0.2
H 0.7724 -2.4686 1.2960 0.0 0.1 0.0
H 0.3915 1.3424 -0.4038 0.0 0.2 0.1
H 2.0297 -0.4331 0.4394 -0.1 -0.1 -0.1
H 2.2542 -1.8918 -0.5337 -0.1 0.1 0.0
H -2.3273 0.2090 1.5957 0.1 -0.1 -0.1
H 1.5314 3.7109 -0.7946 0.0 0.1 0.1
H 0.2916 -3.4687 -0.9150 -0.1 0.1 0.1
H 1.1193 3.2912 0.8811 0.1 0.2 -0.1
H -1.1894 -3.2986 0.0346 0.1 0.1 -0.1
H -1.4860 1.5026 -1.5170 0.1 0.3 0.1
H -0.0071 -0.2191 1.9812 0.0 -0.1 -0.1
H -2.4132 -1.0897 0.2837 0.1 0.0 0.0
H 0.0565 4.3918 -0.0454 0.1 -0.1 -0.1
H 1.1770 -0.6176 -1.1064 0.0 -0.1 0.1
H -0.8449 -2.1670 -1.2901 0.1 0.0 0.1
```
Positions in Å, forces in eV/Å.

Computed properties:
orbital gap: 0.392 Eh
SMILES string: [H]/N=C/C.C=CC(C)C
DFT total energy: -8991.267 eV
ΔE to the lowest compared entry with this formula, charge and spin: 28.2 kcal per mole

These are the natural (NBO) partial charges, in e, on atoms 1 to 5:
1 N -0.624
2 C -0.167
3 C -0.608
4 C 0.138
5 C -0.598

---

Record 3
The following is a quantum chemistry calculation of C3H7N3OS in the gas phase, from OMol25.

The geometry in XYZ format:
```
15
Properties=species:S:1:pos:R:3:forces:R:3
S 2.3966 -0.6733 -0.4162 0.7 2.1 0.6
O -1.3205 2.3328 -0.3670 -0.2 0.5 -0.4
N -1.1800 -0.1262 -0.0082 1.0 3.4 -1.0
N -0.1514 1.9036 0.2788 -3.4 -1.4 0.4
N -1.2673 -1.4419 0.2457 -0.8 -1.4 0.3
C -0.0891 0.5616 0.2795 -1.5 -4.0 0.9
C -2.3269 -1.9533 -0.2522 -2.3 -1.2 0.3
C 1.0587 -0.1862 0.8372 0.9 -0.7 -0.4
H -2.7860 -2.9759 0.1627 1.7 2.1 -1.2
H 0.6108 2.2944 -0.1254 2.9 1.9 -1.5
H 3.3059 0.5262 -0.3863 -2.0 -2.1 0.2
H 0.5998 -1.0949 1.3045 0.8 0.4 -0.8
H -1.6963 1.5269 -0.8260 0.5 0.5 0.7
H 1.5623 0.3238 1.6171 0.4 0.7 0.7
H -3.0438 -1.3695 -0.9522 1.3 -0.8 1.2
```
Positions in Å, forces in eV/Å.

Computed properties:
orbital gap: 0.346 Eh
SMILES string: C=N/N=C(\CS)NO
DFT total energy: -20573.178 eV
ΔE to the lowest compared entry with this formula, charge and spin: 115.4 kcal per mole

These are the natural (NBO) partial charges, in e, on atoms 1 to 5:
1 S -0.068
2 O -0.563
3 N -0.428
4 N -0.264
5 N -0.301